ORCA calculation (ωB97M-V with the def2-TZVPD basis set) on 3 unconnected molecules or ions with the total composition C24H30BNO9S at a distorted geometry.

Computed properties:
SMILES   CCOCCc1cc(B(O)O)cc2c1Sc1ccccc1N2.C[C@@H]1COC(=O)O1.C[C@@H]1COC(=O)O1
Kohn-Sham gap   0.2812 Eh
HOMO energy   -0.26555 Ha

Positions of all 66 atoms, in Å:
C1 7.64539 -3.67285 -1.45370
C2 6.92212 -4.54833 -2.58687
O1 5.47904 -4.38251 -2.65061
C3 5.13831 -3.01882 -3.03805
C4 3.74052 -2.94163 -3.83710
C5 2.69304 -2.09518 -2.98504
C6 3.08725 -0.68973 -2.44400
C7 2.10573 0.18140 -1.58149
B1 2.66547 1.63757 -1.11904
O2 2.53794 2.77046 -2.02692
O3 3.33814 1.91727 0.12673
C8 0.69782 -0.37888 -1.27418
C9 0.21822 -1.78438 -1.79912
C10 1.24005 -2.58309 -2.63638
S1 0.73962 -4.24136 -3.28092
C11 -0.65088 -4.72466 -2.17416
C12 -0.98644 -6.25448 -2.07820
C13 -2.16093 -6.71243 -1.17878
C14 -2.94020 -5.59902 -0.40336
C15 -2.58973 -4.08622 -0.48533
C16 -1.40044 -3.61576 -1.40718
N1 -1.16463 -2.16368 -1.46605
H1 7.25644 -2.60332 -1.35896
H2 8.75946 -3.59636 -1.76169
H3 7.62182 -4.14682 -0.41192
H4 7.34132 -4.35391 -3.63664
H5 7.10572 -5.65517 -2.30556
H6 5.95635 -2.55938 -3.72021
H7 5.15694 -2.39906 -2.07228
H8 3.88823 -2.52690 -4.90646
H9 3.40936 -4.03964 -3.99439
H10 4.12776 -0.29776 -2.70990
H11 1.96068 2.45679 -2.76912
H12 2.69448 1.98842 0.86430
H13 -0.00040 0.29697 -0.65559
H14 -0.33108 -6.98016 -2.67111
H15 -2.42030 -7.82581 -1.11130
H16 -3.82523 -5.97037 0.23509
H17 -3.22010 -3.36518 0.13645
H18 -1.30162 -1.83727 -0.48518
C17 -0.36103 4.83557 0.99900
C18 -1.10909 3.52154 0.94437
C19 -2.34610 3.49681 1.79135
O4 -2.48027 2.10922 2.08861
C20 -1.22654 1.57961 2.04761
O5 -0.94108 0.48121 2.43312
O6 -0.33565 2.46468 1.51160
H19 0.50689 4.80423 0.33447
H20 -1.00090 5.66689 0.69469
H21 0.02223 5.03037 2.00444
H22 -1.32999 3.25736 -0.09594
H23 -3.21897 3.86449 1.25950
H24 -2.24288 4.04540 2.73234
C21 -6.03488 3.83891 5.48962
C22 -5.40229 4.98714 4.73388
C23 -6.39581 5.95863 4.16885
O7 -5.69186 6.49637 3.05472
C24 -4.81604 5.53600 2.64861
O8 -4.19831 5.57166 1.62165
O9 -4.73522 4.52634 3.56148
H25 -5.26098 3.18942 5.90668
H26 -6.66083 4.20186 6.30803
H27 -6.64130 3.21604 4.82657
H28 -4.66349 5.49208 5.36598
H29 -6.65832 6.74508 4.87826
H30 -7.31256 5.48435 3.80470

Forces on the atoms, in the same order (eV/Å):
C 0.85 0.13 -0.36
C 0.15 -0.57 0.71
O 0.81 1.11 -0.68
C 0.58 0.71 -0.12
C -0.19 -0.58 0.70
C -2.39 2.56 1.98
C -3.05 -1.58 0.35
C -0.87 -3.85 -1.60
B 0.14 1.76 0.05
O -0.62 -2.89 0.93
O -1.77 -0.30 -1.51
C 2.15 -1.39 -1.72
C 3.95 2.62 -0.53
C 0.31 1.89 1.10
S -0.68 0.83 1.05
C -1.87 -0.20 1.81
C -2.09 2.66 2.15
C 1.44 4.07 -0.76
C 2.14 0.47 -1.76
C 1.78 -3.25 -1.90
C -2.09 -4.00 0.90
N 2.27 -1.90 0.58
H 0.45 -1.51 -0.28
H -1.73 -0.09 0.58
H -0.21 0.53 -1.60
H -0.35 -0.12 1.52
H -0.41 1.75 -0.68
H -1.06 -0.93 0.99
H -0.46 -0.67 -1.52
H -0.25 -0.36 1.90
H 0.29 1.83 0.47
H -1.69 -0.54 0.50
H 0.88 0.47 0.74
H 0.64 -0.29 -0.56
H 1.05 -1.41 -1.04
H -1.14 1.20 1.02
H 0.33 2.01 -0.01
H 1.61 0.95 -1.06
H 1.14 -1.00 -1.11
H -0.13 -0.07 -1.12
C 0.51 -0.10 -0.10
C 0.25 1.18 -0.19
C -0.49 0.08 -0.33
O 0.82 -0.52 0.07
C 0.02 -0.80 0.40
O -0.15 0.74 -0.37
O -0.32 -0.72 0.23
H -0.12 0.05 -0.01
H -0.03 -0.14 0.01
H -0.20 -0.06 -0.01
H -0.08 -0.04 0.08
H 0.19 -0.33 0.18
H 0.12 0.03 -0.13
C 0.30 -0.41 -0.07
C -0.51 -0.63 0.97
C -0.40 0.45 0.33
O 0.50 -0.43 -0.36
C 0.29 0.13 -0.67
O -0.78 0.47 0.77
O 0.08 0.63 -0.67
H -0.09 0.11 0.04
H 0.08 0.05 -0.08
H -0.02 0.20 -0.01
H -0.06 0.07 -0.09
H 0.09 0.05 -0.22
H 0.10 -0.12 0.09